[1]
DFT (ωB97M-V/def2-TZVPD) results for a 3-piece molecular cluster, C4H14O2S overall in a non-equilibrium geometry.

Each line ends with the Mulliken charge.
Geometry (Å):
C 1.198 -1.321 2.043  -1.2690
C 0.718 -0.153 1.188  -0.3292
C 1.549 -0.012 -0.110  -0.5302
C 0.934 1.109 -0.945  -0.3181
S 1.939 1.511 -2.417  -0.2299
H 0.687 -1.381 3.005  0.3646
H 1.004 -2.260 1.521  0.3196
H 2.269 -1.253 2.238  0.3111
H 0.661 0.789 1.738  0.3839
H -0.314 -0.344 0.874  0.1836
H 1.465 -1.002 -0.561  0.3853
H 2.591 0.225 0.100  0.3395
H 0.995 2.057 -0.415  0.3399
H -0.062 0.841 -1.282  0.0004
H 2.022 0.288 -2.967  0.1054
H -3.688 -0.165 1.251  0.3049
H -3.065 0.513 0.052  0.2139
O -3.405 0.693 0.936  -0.5972
H -2.942 -0.604 -2.523  0.3200
H -2.341 0.571 -1.534  0.3437
O -2.214 -0.102 -2.190  -0.6425

Values from the calculation:
Largest force on an atom = 2.2 eV/A
ΔE to the lowest compared entry with this formula, charge and spin = 0.658 eV
Electronic energy = -19304.88585 eV
E_HOMO = -8.81 eV
Kohn-Sham gap = 9.2 eV
SMILES = CCCCS.O.O
LUMO level = 0.014 Ha


[2]
DFT (ωB97M-V/def2-TZVPD) results for a 3-piece molecular cluster, C4H14O2S overall in a non-equilibrium geometry.

Each line ends with the Mulliken charge.
Geometry (Å):
C 1.460 0.529 1.515  -1.3030
C 1.225 -0.809 0.840  -0.2993
C 1.142 -0.583 -0.698  -0.4612
C 1.302 -1.846 -1.552  -0.8099
S 0.798 -3.435 -0.807  -0.2173
H 1.322 0.519 2.596  0.3572
H 2.456 0.912 1.282  0.3252
H 0.784 1.319 1.182  0.3156
H 0.284 -1.233 1.195  0.2897
H 1.936 -1.610 1.035  0.3864
H 1.966 0.089 -0.949  0.3034
H 0.239 -0.009 -0.900  0.3028
H 2.292 -1.905 -2.006  0.3466
H 0.707 -1.829 -2.470  0.3612
H -0.510 -3.231 -0.851  0.1038
H -3.632 -0.676 -2.869  0.3198
H -4.525 -0.303 -1.745  0.3201
O -4.100 0.121 -2.510  -0.6404
H -2.100 4.009 2.609  0.3165
H -1.332 5.203 2.955  0.3231
O -1.711 4.766 2.147  -0.6402

Values from the calculation:
Largest force on an atom = 2.0 eV/A
ΔE to the lowest compared entry with this formula, charge and spin = 0.817 eV
Electronic energy = -19304.72687 eV
E_HOMO = -9.07 eV
Kohn-Sham gap = 9.5 eV
SMILES = CCCCS.O.O
LUMO level = 0.015 Ha


[3]
DFT (ωB97M-V/def2-TZVPD) results for a 3-piece molecular cluster, C4H14O2S overall in a non-equilibrium geometry.

Each line ends with the Mulliken charge.
Geometry (Å):
C -2.043 1.747 0.912  -1.3380
C -0.902 0.604 0.755  -0.3056
C -1.269 -0.314 -0.344  -0.6333
C -0.307 -1.598 -0.454  -0.2652
S -0.501 -2.563 -1.883  -0.2681
H -2.181 2.349 0.099  0.4068
H -2.966 1.382 1.369  0.3704
H -1.686 2.467 1.766  0.3146
H -0.881 0.029 1.672  0.2885
H 0.094 1.041 0.562  0.2405
H -1.329 0.117 -1.385  0.4084
H -2.337 -0.578 0.036  0.1561
H -0.299 -2.182 0.424  0.3560
H 0.694 -1.112 -0.537  0.1269
H -1.232 -1.546 -2.732  0.1365
H 2.626 0.337 -0.547  0.3991
H 3.076 0.235 -2.032  0.3170
O 3.240 0.814 -1.244  -0.7008
H 2.034 -0.089 1.367  0.3066
H 3.528 -0.625 1.342  0.3072
O 2.642 -0.516 0.855  -0.6236

Values from the calculation:
Largest force on an atom = 5.6 eV/A
ΔE to the lowest compared entry with this formula, charge and spin = 1.920 eV
Electronic energy = -19303.62448 eV
E_HOMO = -8.84 eV
Kohn-Sham gap = 9.3 eV
SMILES = CCCCS.O.O
LUMO level = 0.017 Ha


[4]
DFT (ωB97M-V/def2-TZVPD) results for a 3-piece molecular cluster, C4H14O2S2 overall in a non-equilibrium geometry.

Each line ends with the Mulliken charge.
Geometry (Å):
C 1.389 -1.095 -0.791  -1.0818
C 2.221 -0.794 0.404  -0.3517
S 1.317 -0.379 1.912  -0.1676
S -0.199 -1.788 2.180  -0.0958
C -1.644 -1.253 1.083  -0.5147
C -2.025 0.186 1.209  -0.7312
H 1.920 -1.114 -1.741  0.3562
H 0.484 -0.492 -0.842  0.2522
H 1.036 -2.119 -0.612  0.2889
H 2.887 0.079 0.433  0.3487
H 2.896 -1.619 0.654  0.3541
H -1.242 -1.634 0.154  0.2992
H -2.325 -1.978 1.535  0.3545
H -2.816 0.318 1.941  0.3238
H -2.292 0.601 0.236  0.2694
H -1.181 0.808 1.520  0.1563
H 1.213 2.159 1.269  0.2582
H 1.098 3.138 2.461  0.3249
O 0.714 2.932 1.598  -0.6439
H -1.921 1.398 -4.758  0.3148
H -0.525 1.306 -5.336  0.3161
O -1.005 1.342 -4.509  -0.6303

Values from the calculation:
Largest force on an atom = 2.5 eV/A
ΔE to the lowest compared entry with this formula, charge and spin = 0.445 eV
Electronic energy = -30140.25137 eV
E_HOMO = -8.78 eV
Kohn-Sham gap = 9.4 eV
SMILES = CCSSCC.O.O
LUMO level = 0.024 Ha


[5]
DFT (ωB97M-V/def2-TZVPD) results for a 4-piece molecular cluster, C4H14O3 overall in a non-equilibrium geometry.

Each line ends with the Mulliken charge.
Geometry (Å):
C -1.369 -1.862 0.337  -1.0638
C -0.264 -1.749 -0.603  -0.3117
C 0.890 -1.111 -0.387  0.1863
C 2.120 -1.350 -1.246  -1.1603
H -2.323 -1.782 -0.191  0.3558
H -1.302 -2.844 0.838  0.2948
H -1.446 -1.115 1.136  0.1497
H -0.421 -2.407 -1.437  0.2645
H 1.091 -0.655 0.580  0.3562
H 3.061 -1.336 -0.682  0.3186
H 1.898 -2.126 -1.975  0.3116
H 2.332 -0.430 -1.832  0.2688
H 1.259 2.219 1.124  0.3423
H 2.590 2.716 0.631  0.3157
O 1.741 3.041 0.971  -0.6656
H -3.309 -0.259 1.277  0.3495
H -2.027 0.649 1.081  0.3248
O -2.973 0.572 0.943  -0.6473
H -0.212 3.467 0.477  0.3337
H -0.398 3.033 -0.889  0.3151
O -0.938 3.328 -0.151  -0.6387

Values from the calculation:
Largest force on an atom = 2.4 eV/A
ΔE to the lowest compared entry with this formula, charge and spin = 1.739 eV
Electronic energy = -10516.19063 eV
E_HOMO = -9.36 eV
Kohn-Sham gap = 9.7 eV
SMILES = C/C=C/C.O.O.O
LUMO level = 0.012 Ha


[6]
DFT (ωB97M-V/def2-TZVPD) results for a 4-piece molecular cluster, C4H14O3 overall.

Each line ends with the Mulliken charge.
Geometry (Å):
C 1.951 -0.165 0.606  -1.0525
C 1.883 0.317 -0.829  0.9094
C 2.617 -0.192 -1.800  -1.0046
C 0.863 1.397 -1.128  -1.2616
H 1.231 -0.973 0.739  0.1574
H 1.745 0.665 1.288  0.3173
H 2.951 -0.511 0.882  0.3783
H 2.474 0.194 -2.796  0.2709
H 3.375 -0.955 -1.702  0.3043
H -0.064 0.935 -1.438  0.2240
H 1.234 2.086 -1.878  0.3999
H 0.654 1.996 -0.240  0.3510
H -2.272 -0.397 2.235  0.3581
H -0.818 -0.139 2.471  0.2839
O -1.671 0.318 2.505  -0.6287
H -2.406 -2.072 0.623  0.3456
H -1.890 -2.862 1.832  0.3240
O -2.639 -2.339 1.527  -0.6906
H -3.067 1.293 -1.645  0.2831
H -3.407 0.723 -0.278  0.3117
O -2.744 0.682 -0.975  -0.5808

Values from the calculation:
Largest force on an atom = 0.7 eV/A
ΔE to the lowest compared entry with this formula, charge and spin = 1.021 eV
Electronic energy = -10516.90788 eV
E_HOMO = -9.24 eV
Kohn-Sham gap = 9.7 eV
SMILES = C=C(C)C.O.O.O
LUMO level = 0.016 Ha


[7]
DFT (ωB97M-V/def2-TZVPD) results for a 3-piece molecular cluster, C4H14O3S overall in a non-equilibrium geometry.

Each line ends with the Mulliken charge.
Geometry (Å):
C -0.534 1.264 2.016  -0.6488
O 0.036 2.546 1.796  -0.5192
C -0.042 0.502 0.801  -0.8395
C -0.435 -0.959 0.795  -0.9003
C 0.253 -1.718 -0.342  -0.2822
S -0.708 -3.138 -0.742  0.2134
H -0.137 0.877 2.935  0.3728
H -1.629 1.310 2.011  0.3469
H -0.256 3.163 2.467  0.3022
H 0.986 0.715 0.770  0.5487
H -0.487 0.970 -0.059  0.4405
H -1.497 -0.903 0.599  0.4714
H -0.271 -1.465 1.754  0.4489
H 0.533 -1.080 -1.202  0.3684
H 1.252 -2.106 -0.079  0.4266
H -0.199 -3.470 -1.952  0.2868
H 1.435 1.333 -1.722  0.3229
H 2.564 0.532 -2.355  0.3236
O 1.628 0.471 -2.122  -0.6432
H 0.219 3.079 -0.260  0.3041
H -0.255 3.780 -1.540  0.3157
O 0.430 3.182 -1.201  -0.6599

Values from the calculation:
Largest force on an atom = 1.7 eV/A
ΔE to the lowest compared entry with this formula, charge and spin = 0.000 eV
Electronic energy = -21343.87704 eV
E_HOMO (alpha / beta) = -13.96 / -13.96 eV
Kohn-Sham gap (alpha / beta) = 10.4 / 5.3 eV
Net charge = +1
LUMO level (alpha / beta) = -0.130 / -0.318 Ha
2S+1 = 2
⟨S²⟩ = 0.7531


[8]
DFT (ωB97M-V/def2-TZVPD) results for a 5-piece molecular cluster, C4H14O4 overall in a non-equilibrium geometry.

Each line ends with the Mulliken charge.
Geometry (Å):
C -0.879 0.496 -1.871  -1.3158
C 2.498 1.216 -0.287  -0.5930
O -1.102 1.064 0.399  -0.8366
C 1.207 1.314 -0.721  -0.2339
C 0.574 0.503 -1.671  0.5104
H -1.294 -0.443 -1.472  0.3464
H -1.137 0.620 -2.933  0.3883
H -1.304 1.299 -1.277  0.5039
H 3.147 0.479 -0.752  0.2999
H 2.945 2.004 0.305  0.2865
H -0.462 0.836 1.084  0.3854
H 0.581 2.085 -0.272  0.3863
H 1.222 -0.228 -2.151  0.3261
H 1.542 0.248 1.195  0.3678
H -1.575 0.172 0.250  0.4530
O 0.934 0.020 1.874  -0.7693
H -2.964 -1.647 0.368  0.1583
H -1.136 -1.924 0.788  0.4109
O -2.100 -1.316 0.126  -0.9066
H 0.701 -0.919 1.681  0.4077
H -0.014 -3.202 1.163  0.2347
O -0.180 -2.269 1.274  -0.8105

Values from the calculation:
Largest force on an atom = 2.8 eV/A
ΔE to the lowest compared entry with this formula, charge and spin = 4.718 eV
Electronic energy = -12560.30994 eV
E_HOMO = -8.94 eV
Kohn-Sham gap = 5.7 eV
LUMO level = -0.118 Ha


[9]
DFT (ωB97M-V/def2-TZVPD) results for a 2-piece molecular cluster, C4H14P4 overall in a non-equilibrium geometry.

Each line ends with the Mulliken charge.
Geometry (Å):
C 1.745 -1.527 0.826  -1.2434
C 2.442 -0.215 -1.239  -1.1065
C 1.896 0.963 0.696  -1.2090
C 1.955 -0.209 0.163  0.6600
P -4.351 0.092 0.404  -0.1936
P -1.012 2.061 -0.301  -0.1740
P -2.454 -0.774 0.860  -0.0564
P -1.547 -0.014 -0.935  -0.0768
H 1.053 -1.493 1.754  0.2573
H 1.274 -2.255 0.155  0.2959
H 2.681 -1.872 1.200  0.4021
H 1.803 -0.890 -1.848  0.3089
H 3.400 -0.542 -1.513  0.3856
H 2.061 0.757 -1.611  0.3132
H 1.327 1.181 1.535  0.4326
H 2.103 1.718 0.012  0.5258
H -0.278 -0.463 -0.757  0.0450
H -4.183 1.269 1.236  0.0964
H -5.010 -0.869 1.482  0.0987
H -2.178 2.616 -0.724  0.0922
H -0.333 2.407 -1.475  0.0523
H -2.395 -1.941 0.076  0.0937

Values from the calculation:
Largest force on an atom = 3.6 eV/A
ΔE to the lowest compared entry with this formula, charge and spin = 0.981 eV
Electronic energy = -41526.87069 eV
E_HOMO = -8.15 eV
Kohn-Sham gap = 8.8 eV
SMILES = [PH2]#[PH][PH]#[PH2].C=C(C)C
LUMO level = 0.026 Ha


[10]
DFT (ωB97M-V/def2-TZVPD) results for a 2-piece molecular cluster, C4H14Si2 overall.

Each line ends with the Mulliken charge.
Geometry (Å):
C -3.436 -1.475 -1.416  -0.8841
C -0.743 0.142 -1.502  -0.6986
C 2.642 -0.444 0.863  -0.9321
C 1.508 2.254 1.973  -0.9370
Si -1.934 -0.980 -2.466  0.0966
Si 1.279 0.373 1.906  0.2186
H -3.927 -0.606 -0.988  0.2917
H -4.173 -2.015 -2.003  0.2751
H -3.134 -2.120 -0.593  0.2919
H -1.231 1.064 -1.194  0.3534
H -0.359 -0.335 -0.593  0.0003
H 0.111 0.415 -2.116  0.2992
H 3.618 -0.025 1.103  0.3305
H 2.689 -1.514 1.054  0.2997
H 2.482 -0.302 -0.204  0.2866
H 1.346 2.720 1.005  0.3083
H 0.817 2.708 2.679  0.2790
H 2.520 2.503 2.291  0.3041
H -1.277 -2.156 -3.053  -0.0733
H 1.203 -0.206 3.255  -0.1097

Values from the calculation:
Largest force on an atom = 0.8 eV/A
ΔE to the lowest compared entry with this formula, charge and spin = 1.234 eV
Electronic energy = -20127.39730 eV
E_HOMO (alpha / beta) = -7.14 / -7.24 eV
Kohn-Sham gap (alpha / beta) = 6.7 / 7.1 eV
LUMO level (alpha / beta) = -0.015 / -0.004 Ha


[11]
DFT (ωB97M-V/def2-TZVPD) results for C4H15HgN2O as an isolated structure in a non-equilibrium geometry.

Each line ends with the Mulliken charge.
Geometry (Å):
C -1.146 -1.226 -2.182  -1.1429
Hg -0.620 0.093 -0.491  -0.0692
N 1.305 0.871 -1.489  -0.7506
H -1.177 -0.365 1.168  -0.1844
H -1.864 0.870 0.510  -0.1332
H -2.117 -1.725 -2.068  0.2609
H -0.367 -2.009 -2.165  0.1737
H -1.152 -0.684 -3.134  0.2119
H 1.970 0.356 -0.825  0.3252
H 1.392 1.857 -1.268  0.2659
H 1.610 0.793 -2.495  0.2144
C 3.164 1.841 3.386  -0.8530
N 1.754 1.560 3.556  0.1026
C 1.075 1.795 4.828  -0.8347
C 1.035 1.146 2.530  -0.0728
O 1.447 1.020 1.363  -0.5927
H 3.476 2.209 4.361  0.3069
H 3.348 2.612 2.655  0.2916
H 3.739 0.950 3.174  0.2758
H 0.290 2.554 4.711  0.3191
H 0.663 0.859 5.221  0.3209
H 1.832 2.163 5.500  0.2808
H -0.013 0.915 2.824  0.2840

Values from the calculation:
Largest force on an atom = 3.1 eV/A
ΔE to the lowest compared entry with this formula, charge and spin = 0.220 eV
Electronic energy = -13588.88728 eV
E_HOMO = -0.37 eV
Kohn-Sham gap = 3.2 eV
Net charge = -1
LUMO level = 0.104 Ha


[12]
DFT (ωB97M-V/def2-TZVPD) results for a 2-piece molecular cluster, C4H15N2O overall in a non-equilibrium geometry.

Each line ends with the Mulliken charge.
Geometry (Å):
N -0.019 1.940 -0.303  -1.8469
C -0.122 1.701 1.186  -1.1900
C 0.779 0.510 1.584  -0.9301
N 0.600 -0.611 0.679  -0.2552
C -0.351 -1.683 0.942  -0.4320
C -0.915 -2.176 -0.430  -0.9531
H -0.752 2.517 -0.761  1.0961
H 0.824 2.569 -0.496  0.8901
H 0.122 1.058 -0.824  -0.0540
H -1.171 1.494 1.395  0.3751
H 0.227 2.631 1.632  0.7756
H 1.793 0.858 1.439  0.5337
H 0.604 0.192 2.616  0.3369
H 1.465 -0.944 0.278  0.2225
H 0.059 -2.616 1.333  0.3357
H -1.176 -1.162 1.426  0.2967
H -0.388 -1.705 -1.269  0.1476
H -1.944 -2.028 -0.794  0.3125
H -0.786 -3.251 -0.601  0.3091
H 1.055 0.027 -3.381  0.2419
H -0.412 0.309 -2.984  0.3127
O 0.511 0.372 -2.665  -0.5250

Values from the calculation:
Largest force on an atom = 2.6 eV/A
ΔE to the lowest compared entry with this formula, charge and spin = 2.080 eV
Electronic energy = -9415.10592 eV
E_HOMO (alpha / beta) = -3.10 / -9.08 eV
Kohn-Sham gap (alpha / beta) = 3.9 / 9.7 eV
LUMO level (alpha / beta) = 0.030 / 0.023 Ha
2S+1 = 2
⟨S²⟩ = 0.7506